Entry 1:
Below is a 2-piece molecular cluster, C4H6S overall at a distorted geometry, with properties calculated with ωB97M-V/def2-TZVPD.

Atoms and positions in Å:
C 1.08842 0.44317 0.62865
C 1.51138 0.45814 -0.49051
C 1.43775 0.47725 -1.99429
H 0.92502 0.42974 1.63666
H 0.76078 1.15649 -2.48832
H 1.24847 -0.60381 -2.30367
H 2.42122 0.56984 -2.32108
C -2.35402 -0.77277 1.90429
S -2.10485 0.09927 0.63449
H -3.03929 -1.49308 1.98635
H -1.89488 -0.76425 2.80741

Cartesian forces, eV/Å:
C 1.016 -0.012 -0.805
C -1.682 0.461 -2.111
C 0.090 -2.844 1.438
H -0.409 -0.005 1.838
H -0.198 0.237 0.350
H -0.353 1.354 0.290
H 1.705 0.811 -1.028
C 0.485 0.953 -0.906
S 0.258 1.035 -1.197
H -3.115 -2.926 -0.522
H 2.202 0.937 2.654

LUMO level: -0.192 eV
HOMO-LUMO gap: 8.5 eV
SMILES string: C#CC.C=S
HOMO energy: -8.7 eV
Energy relative to the best compared isomer or geometry (same formula, charge and spin): 76.8 kcal per mole
E_tot: -15076.46332 eV

=====

Entry 2:
Below is a 2-piece molecular cluster, C4H12 overall at a distorted geometry, with properties calculated with ωB97M-V/def2-TZVPD.

Atoms and positions in Å:
C 1.20843 0.78900 2.33992
C 0.06222 1.32315 1.41707
H 0.87867 1.00964 3.47354
H 1.35520 -0.27468 2.04582
H 2.18602 1.42146 2.31798
H -0.36929 0.56209 0.93068
H 0.32612 2.11701 0.85274
H -0.75925 1.83344 1.98838
C -1.06092 -0.47042 -1.89637
C -0.16596 -1.67103 -1.86249
H -2.15041 -0.84944 -2.06901
H -1.02410 0.28484 -0.97466
H -0.87485 0.27735 -2.66691
H -0.44930 -2.47425 -1.19240
H 0.93430 -1.66120 -1.75247
H -0.31572 -2.07050 -2.94244

Cartesian forces, eV/Å:
C -0.098 1.907 1.838
C 0.203 1.327 4.911
H 0.709 -1.344 -2.396
H 0.340 0.785 0.931
H -1.592 -1.335 -0.545
H -1.433 -2.577 -2.127
H 1.361 2.078 -2.575
H 0.555 -0.819 0.079
C -1.899 2.190 2.121
C 0.650 -1.568 -2.722
H 1.833 0.885 0.550
H -0.317 -2.118 -1.451
H 0.316 -0.556 -0.556
H -0.586 0.076 0.193
H -0.481 1.049 0.037
H 0.440 0.021 1.713

LUMO level: 1.086 eV
HOMO-LUMO gap: 12.1 eV
SMILES string: CC.CC
HOMO energy: -11.0 eV
Energy relative to the best compared isomer or geometry (same formula, charge and spin): 36.7 kcal per mole
E_tot: -4340.93620 eV

=====

Entry 3:
Below is one molecule with the formula C3H2F5N at a distorted geometry, with properties calculated with ωB97M-V/def2-TZVPD.

Atoms and positions in Å:
H 2.15108 -0.76743 -1.98665
N 1.24964 -1.23573 -1.52353
C 0.55269 -0.58729 -0.70886
F 0.72886 0.55742 -0.13809
C -1.06335 -1.24830 -0.03031
F -1.68025 -1.99495 -0.89004
C -1.96540 0.01474 0.20611
F -1.70675 0.95042 -0.80464
F -1.90586 0.63387 1.38053
F -3.21513 -0.44974 0.11418
H -0.84904 -1.84044 0.85835

Cartesian forces, eV/Å:
H -2.561 -0.962 1.761
N 1.205 1.737 -0.604
C -2.670 -3.617 -0.067
F 0.824 1.508 0.501
C 3.957 3.108 0.261
F -0.612 -1.389 -1.895
C 0.208 -0.110 -1.033
F -0.945 -1.260 1.472
F 0.799 -0.060 -0.223
F -0.307 0.623 -0.447
H 0.101 0.423 0.274

LUMO level: 0.822 eV
HOMO-LUMO gap: 11.9 eV
SMILES string: [H]/N=C(\F)[C@H](F)C(F)(F)F
HOMO energy: -11.0 eV
Energy relative to the best compared isomer or geometry (same formula, charge and spin): 21.1 kcal per mole
E_tot: -18219.24408 eV

=====

Entry 4:
Below is one molecule with the formula C22H20ClN3O4 at a distorted geometry, with properties calculated with ωB97M-V/def2-TZVPD.

Atoms and positions in Å:
C 4.88460 2.93856 0.71738
O 3.86766 3.66259 -0.01744
C 2.76384 2.88865 -0.39733
C 2.07414 2.12564 0.64112
C 0.82178 1.51913 0.30576
N 0.19248 0.62395 1.15564
C -0.10658 1.06832 2.48212
N -0.78702 0.44717 3.36058
N -1.20640 -0.83449 3.07283
C -2.10005 -1.57656 3.77380
C -2.35920 -2.74326 3.02366
C -3.35432 -3.76720 3.27933
C -3.42918 -4.78657 2.33113
C -4.30319 -5.90418 2.60556
C -5.28946 -5.72114 3.60176
Cl -6.66601 -6.69450 3.89493
C -5.30371 -4.57172 4.33980
C -4.26299 -3.61456 4.31854
C -1.59791 -2.52826 1.82914
C -0.94989 -1.35130 1.80065
C -0.21796 -0.66499 0.79133
O 0.06314 -1.13453 -0.30738
C 0.20574 1.97970 -0.81672
C 0.84688 2.78496 -1.83507
C 2.19670 3.09977 -1.70471
O 2.79955 3.84814 -2.68571
C 4.04196 3.38280 -3.10027
C 5.05019 4.54462 -3.04625
C 4.53282 5.71022 -3.97725
O 5.34385 5.05604 -1.73027
H 5.82993 3.01843 0.24255
H 4.55531 1.83634 0.88901
H 4.96618 3.40748 1.71361
H 2.56541 1.99241 1.60932
H 0.30348 2.02956 2.87689
H -2.62031 -1.28028 4.70480
H -2.86477 -4.95315 1.41710
H -4.29727 -6.72144 1.85494
H -6.03195 -4.45823 5.09327
H -4.00770 -2.90025 5.11174
H -1.47944 -3.13428 0.88873
H -0.76082 1.66459 -1.11988
H 0.26690 3.11636 -2.65893
H 3.95373 2.89966 -4.07245
H 4.50758 2.58762 -2.45206
H 5.94668 4.23369 -3.47322
H 5.23950 6.48999 -3.84826
H 4.53002 5.35179 -5.06034
H 3.57034 6.18777 -3.76436
H 4.53459 5.30379 -1.20027

Cartesian forces, eV/Å:
C -1.789 -1.120 1.497
O -0.455 -1.791 -0.452
C -0.901 0.059 1.844
C 0.495 0.284 -2.625
C 2.322 1.881 -0.317
N -1.141 -0.168 3.165
C 0.294 0.100 -0.181
N -0.124 -0.446 1.037
N 0.302 2.494 -0.928
C -0.584 -1.047 -0.017
C 1.485 2.535 -0.496
C 0.778 0.675 -1.157
C -1.949 -3.246 1.238
C -0.166 1.563 -0.954
C 0.801 0.424 -1.298
Cl -0.273 -1.147 -0.324
C 1.872 1.722 1.433
C 0.012 -1.887 -0.596
C -0.431 -2.864 -2.717
C -0.841 -0.371 2.830
C 1.277 0.051 -1.939
O -0.492 0.431 1.037
C 0.668 1.096 -2.814
C 0.570 -1.508 2.458
C -0.908 0.499 1.364
O -0.943 -0.424 1.153
C 2.559 -0.662 1.032
C -3.252 2.106 -0.120
C 0.147 -1.276 -0.766
O -0.679 -0.120 -0.170
H 0.699 0.005 -0.760
H 0.817 1.874 -0.523
H -0.020 -0.196 -0.340
H -0.293 -0.003 -0.386
H -0.369 -0.732 -1.119
H 1.013 0.182 -0.765
H 0.410 0.751 0.464
H -0.233 0.408 0.961
H -0.901 0.010 0.665
H -0.902 -0.181 -0.442
H -0.585 0.210 1.362
H -0.857 -0.450 0.271
H -0.202 0.088 -0.759
H 0.086 0.401 -0.368
H -0.944 0.535 -0.124
H 1.766 -0.643 -0.411
H 0.874 0.818 -0.268
H 0.012 0.537 1.323
H -0.056 -0.710 0.285
H 1.031 -0.747 -1.284

LUMO level: 0.380 eV
HOMO-LUMO gap: 8.6 eV
SMILES string: COc1cc(-n2cnn3cc(-c4ccc(Cl)cc4)cc3c2=O)ccc1OC[C@@H](C)O
HOMO energy: -8.2 eV
Energy relative to the best compared isomer or geometry (same formula, charge and spin): 104.8 kcal per mole
E_tot: -48317.56322 eV

=====

Entry 5:
Below is a 2-piece molecular cluster, C5H11NO overall at a distorted geometry, with properties calculated with ωB97M-V/def2-TZVPD.

Atoms and positions in Å:
C 0.82524 0.15698 2.01871
C 0.24042 1.31848 1.84395
C 1.11719 -2.09089 1.34545
N 0.62347 -0.94838 1.13600
H 1.47403 -0.03248 2.84671
H -0.45520 1.51499 1.03248
H 0.44421 2.10628 2.54360
H 0.92363 -2.89095 0.63825
H 1.71786 -2.26747 2.22235
H 0.06192 -0.80029 0.28645
C -0.68629 -0.22548 -2.06006
O -0.86963 -0.90594 -0.89740
C -1.06315 1.25704 -1.96037
H -1.25552 -0.73203 -2.84327
H 0.37002 -0.31770 -2.32871
H -0.97587 1.71633 -2.94675
H -0.41390 1.78189 -1.27070
H -2.07843 1.35961 -1.60671

Cartesian forces, eV/Å:
C -0.023 -0.362 -0.183
C -0.450 0.201 -0.451
C 0.082 -0.672 -0.135
N 0.848 0.635 1.404
H 0.356 -0.241 0.289
H 0.144 -0.017 0.117
H -0.031 0.234 0.133
H 0.022 0.077 0.047
H 0.121 -0.076 0.178
H -0.651 0.230 -0.524
C -0.757 -0.493 -1.033
O -0.193 0.033 -0.003
C 0.225 0.105 0.112
H -0.044 0.226 -0.154
H 0.450 0.158 0.079
H 0.005 -0.136 0.096
H 0.219 0.133 0.061
H -0.324 -0.035 -0.032

LUMO level (alpha / beta): -4.781 / -6.481 eV
HOMO-LUMO gap (alpha / beta): 10.1 / 8.3 eV
HOMO energy (alpha / beta): -14.9 / -14.8 eV
Multiplicity: 2
Energy relative to the best compared isomer or geometry (same formula, charge and spin): 56.6 kcal per mole
Charge: +1
E_tot: -8890.88310 eV
Expectation value of S²: 0.75